The following is a DFT calculation (the ωB97M-V functional and the def2-TZVPD basis) of a molecular structure, C36H46CoN2P2.

Calculated values
Spin multiplicity: 5
Highest occupied orbital energy (alpha / beta) in eV: -9.658 / -9.736
Charge: +1
DFT total energy in hartree: -3574.2222
ΔE to the lowest compared entry with this formula, charge and spin in eV: 0.000
Gap between HOMO and LUMO (alpha / beta) in eV: 7.90 / 4.81
Max |F| in eV/Å: 0.32
Lowest unoccupied orbital energy (alpha / beta) in eV: -1.76 / -4.92

Geometry as XYZ:
```
87
Properties=species:S:1:pos:R:3:forces:R:3
Co 0.02131 -0.01458 -0.17561 -0.2 0.1 0.2
P -0.86784 -2.26565 -0.21525 0.0 -0.1 -0.1
P 1.59636 1.67181 -0.75452 0.1 0.0 -0.1
N -1.59557 1.10552 0.52866 0.0 0.0 0.2
N 1.61963 -0.91658 0.41764 0.1 -0.2 0.0
C 2.18924 -5.02248 -0.35434 0.0 0.0 0.0
C 4.38435 1.64850 2.28806 0.0 0.0 0.0
C -1.80702 -2.81848 -1.70741 0.0 0.0 0.0
C 2.48571 1.36451 -2.34941 0.1 0.1 0.0
C 1.83801 -2.27602 0.18280 -0.1 0.0 0.0
C -3.09282 1.74848 3.84695 0.0 0.0 0.0
C 3.34467 -0.52856 2.14464 0.0 0.0 0.0
C -2.38716 1.73669 -0.40886 0.1 -0.1 -0.1
C 3.28035 -4.20399 -0.09053 0.0 0.0 0.0
C -2.99874 1.60734 2.47640 0.0 0.0 0.0
C -0.63332 1.13014 2.70870 0.0 0.0 0.0
C 2.58347 -0.11731 1.04775 0.0 0.3 -0.1
C -3.16886 1.75774 -2.70154 0.0 0.0 0.0
C -3.68365 3.59984 -1.23787 0.0 0.0 0.0
C -1.81134 -2.88398 1.23671 0.0 0.0 0.0
C -1.75642 1.31161 1.88171 -0.1 0.0 -0.1
C 3.61716 2.07978 1.21743 0.0 0.0 0.0
C -1.03939 -2.62252 2.52682 0.0 0.0 0.0
C -0.73515 1.30048 4.07315 0.0 0.0 0.0
C 0.72416 3.89845 0.66145 0.0 0.0 0.0
C -1.96412 1.61263 4.64788 0.0 0.0 0.0
C 0.92597 -4.45869 -0.38372 0.0 0.0 0.0
C 2.72006 1.21858 0.59710 -0.1 -0.2 0.0
C -2.46928 1.14409 -1.68342 0.0 0.0 0.0
C 0.53830 3.97878 -1.84690 0.0 0.1 0.0
C -3.78155 2.98775 -2.48209 0.0 0.0 0.0
C 1.48463 0.96149 -3.43123 0.0 0.0 0.0
C 3.11400 -2.85669 0.17444 0.0 0.0 0.0
C -2.99743 2.98923 -0.20550 0.0 0.0 0.0
C -0.94980 -2.58964 -2.95074 0.1 0.0 0.0
C 3.58305 0.31015 -2.21108 0.0 0.0 0.0
C -3.20519 -2.26120 1.27480 0.0 0.0 0.0
C 4.23392 0.34499 2.74870 0.0 0.0 0.0
C -2.40322 -4.22498 -1.68972 0.0 0.0 0.0
C 1.37274 3.49438 -0.66169 0.0 0.0 0.1
C 0.73414 -3.10032 -0.14618 0.1 0.1 0.1
H 2.36833 3.94624 -0.72306 0.0 0.0 0.0
H 1.27847 3.53856 1.52868 0.0 0.0 0.0
H 4.06264 0.16238 -3.18014 0.0 0.0 0.0
H 3.72220 3.09928 0.86594 0.0 0.0 0.0
H -0.13125 -3.30996 -2.99513 0.0 0.0 0.0
H -1.89748 -3.96611 1.09461 0.0 0.0 0.0
H 4.27909 -4.62158 -0.09096 0.0 0.0 0.0
H -3.01678 -4.36547 -2.58148 0.0 0.0 0.0
H -1.59343 -3.02873 3.37486 0.0 0.0 0.0
H -0.05220 -3.08460 2.51133 0.0 0.0 0.0
H -0.44325 3.49601 -1.85584 0.0 0.0 0.0
H -0.91355 -1.55122 2.69736 0.0 0.0 0.0
H 2.94705 2.31993 -2.62384 0.0 0.0 0.0
H -1.55249 -2.70238 -3.85272 0.0 0.0 0.0
H 5.08448 2.32132 2.76332 0.0 0.0 0.0
H 4.81538 0.00535 3.59616 0.0 0.0 0.0
H -1.63483 -4.99542 -1.70729 0.0 0.0 0.0
H -2.04466 1.73075 5.71989 0.0 0.0 0.0
H 0.32637 0.87797 2.26634 0.0 0.0 0.0
H -1.99853 0.17881 -1.84768 0.0 0.0 0.0
H -2.64373 -2.10964 -1.73722 0.0 0.0 0.0
H -3.04315 -4.39526 -0.82439 0.0 0.0 0.0
H -3.78809 -2.69669 2.08783 0.0 0.0 0.0
H -3.13757 -1.18614 1.45511 0.0 0.0 0.0
H 0.14160 1.18086 4.69514 0.0 0.0 0.0
H 3.17000 -0.65036 -1.89346 0.0 0.0 0.0
H -4.05431 1.95400 4.29763 0.0 0.0 0.0
H -0.50639 -1.58859 -2.96916 0.0 0.0 0.0
H -3.88591 1.66699 1.86123 0.0 0.0 0.0
H 4.34872 0.60344 -1.49453 0.0 0.0 0.0
H 1.98291 0.89708 -4.39967 0.0 0.0 0.0
H -4.32215 3.47312 -3.28313 0.0 0.0 0.0
H 0.07462 -5.09222 -0.59013 0.0 0.0 0.0
H -3.76226 -2.41583 0.34965 0.0 0.0 0.0
H -2.88318 3.49579 0.74238 0.0 0.0 0.0
H -4.13485 4.56944 -1.07638 0.0 0.0 0.0
H 3.22931 -1.53505 2.52473 0.0 0.0 0.0
H 3.98125 -2.24123 0.36769 0.0 0.0 0.0
H 1.02596 3.79079 -2.80331 0.0 0.0 0.0
H -3.23854 1.28116 -3.67010 0.0 0.0 0.0
H 1.07204 -0.02719 -3.20869 0.0 0.0 0.0
H 0.65388 1.66342 -3.52463 0.0 0.0 0.0
H -0.29141 3.50686 0.72166 -0.1 0.0 0.0
H 0.37598 5.05486 -1.76518 0.0 0.0 0.0
H 2.32284 -6.07820 -0.54394 0.0 0.0 0.0
H 0.66347 4.98612 0.72635 0.0 0.0 0.0
```
Positions in Å, forces in eV/Å.

Atom charges from the Löwdin analysis, given in e for atoms 1 to 2: 0.51, 1.06